No. 1
The following is a DFT calculation (wB97M-V/def2-TZVPD) of a 8-piece molecular cluster, H17O8 overall in a non-equilibrium geometry.

Output
HOMO-LUMO gap, hartree: 0.4044
Net charge: +1
Max |F|, eV/A: 2.12
Relative energy (zero: lowest compared OMol25 entry of this formula, charge and spin), kJ/mol: 142.89

Geometry (Å):
O: -0.949 0.788 -0.504
H: -0.498 1.660 -0.319
H: -1.536 0.505 0.231
H: -0.201 0.122 -0.492
O: -1.999 2.000 1.582
H: -1.525 2.835 1.589
H: -2.640 1.911 2.296
O: 1.251 0.409 -2.091
H: 1.500 -0.033 -2.904
H: 2.047 0.701 -1.646
O: 3.178 -1.642 -0.985
H: 2.395 -1.259 -0.641
H: 3.367 -2.328 -0.378
O: -2.294 -1.147 1.131
H: -1.908 -1.839 0.564
H: -2.291 -1.600 1.979
O: -1.169 -2.057 -1.184
H: -1.225 -3.024 -1.046
H: -0.967 -2.057 -2.093
O: 0.595 2.792 0.268
H: 1.267 2.152 0.046
H: 0.805 3.086 1.176
O: 0.993 -0.544 0.751
H: 1.088 -0.053 1.552
H: 0.725 -1.383 1.114


No. 2
The following is a DFT calculation (wB97M-V/def2-TZVPD) of one molecule with the formula C26H29ClN6O2 in a non-equilibrium geometry.

Output
HOMO-LUMO gap, hartree: 0.3323
Net charge: 0
Max |F|, eV/A: 1.39
SMILES string: Cc1ccc(Cl)cc1N1CCN(Cc2nc3c(c(=O)[nH]c(=O)n3C)n2CCc2ccccc2)CC1
Relative energy (zero: lowest compared OMol25 entry of this formula, charge and spin), kJ/mol: 0.00

Geometry (Å):
C: 1.973 3.784 -3.161
C: 1.492 2.754 -4.139
C: 1.243 3.121 -5.452
C: 0.863 2.200 -6.413
C: 0.737 0.875 -6.040
Cl: 0.280 -0.310 -7.218
C: 0.961 0.477 -4.736
C: 1.329 1.410 -3.767
N: 1.602 1.027 -2.444
C: 2.010 -0.339 -2.202
C: 2.685 -0.407 -0.834
N: 1.745 0.002 0.195
C: 2.316 -0.134 1.527
C: 1.290 0.053 2.588
N: 1.396 0.954 3.552
C: 0.304 0.778 4.323
C: -0.487 -0.247 3.819
C: -1.703 -0.653 4.457
O: -2.480 -1.526 4.129
N: -1.923 0.127 5.591
C: -1.170 1.157 6.132
O: -1.519 1.728 7.139
N: -0.019 1.476 5.448
C: 0.847 2.531 5.924
N: 0.178 -0.704 2.702
C: -0.307 -1.736 1.826
C: -1.468 -1.224 0.962
C: -1.999 -2.338 0.108
C: -1.618 -2.468 -1.220
C: -2.092 -3.516 -1.990
C: -2.951 -4.448 -1.435
C: -3.336 -4.327 -0.109
C: -2.862 -3.278 0.658
C: 1.309 1.365 -0.059
C: 0.652 1.447 -1.433
H: 2.590 4.521 -3.671
H: 1.138 4.314 -2.702
H: 2.558 3.312 -2.376
H: 1.368 4.155 -5.738
H: 0.682 2.504 -7.431
H: 0.838 -0.563 -4.477
H: 2.720 -0.642 -2.973
H: 1.157 -1.038 -2.201
H: 2.999 -1.435 -0.636
H: 3.580 0.239 -0.842
H: 2.738 -1.142 1.613
H: 3.122 0.594 1.717
H: -2.764 -0.089 6.116
H: 0.413 2.929 6.839
H: 0.924 3.314 5.170
H: 1.842 2.130 6.118
H: 0.513 -2.065 1.187
H: -0.661 -2.568 2.440
H: -1.111 -0.399 0.344
H: -2.257 -0.862 1.624
H: -0.951 -1.738 -1.656
H: -1.793 -3.604 -3.024
H: -3.323 -5.266 -2.035
H: -4.009 -5.051 0.326
H: -3.164 -3.177 1.690
H: 0.594 1.654 0.715
H: 2.161 2.066 -0.020
H: 0.325 2.466 -1.629
H: -0.237 0.793 -1.446


No. 3
The following is a DFT calculation (wB97M-V/def2-TZVPD) of C44H47BrF7N5O3PPtSi2 as an isolated structure in a non-equilibrium geometry.

Output
HOMO-LUMO gap, hartree: 0.2540
Net charge: +1
Max |F|, eV/A: 1.34

Geometry (Å):
Pt: -0.449 -0.203 0.007
F: -0.707 4.423 5.940
C: -0.378 3.532 5.024
C: 0.901 3.020 4.962
F: 1.821 3.410 5.831
C: 1.219 2.087 3.990
F: 2.467 1.629 4.066
C: 0.320 1.628 3.021
P: 1.005 0.501 1.660
C: 1.690 -0.790 2.751
C: 2.861 -1.484 2.461
C: 3.309 -2.480 3.317
C: 2.593 -2.803 4.460
C: 1.424 -2.115 4.756
C: 0.979 -1.113 3.910
C: 2.354 1.565 1.032
C: 2.065 2.406 -0.043
C: 2.978 3.361 -0.462
C: 4.199 3.484 0.182
C: 4.522 2.613 1.211
C: 3.616 1.647 1.624
C: -0.982 2.120 3.162
Br: -2.460 1.514 2.172
C: -1.317 3.058 4.128
F: -2.560 3.520 4.236
H: 3.424 -1.252 1.569
H: 4.227 -3.004 3.086
H: 2.949 -3.580 5.124
H: 0.864 -2.347 5.653
H: 0.070 -0.579 4.164
H: 1.117 2.317 -0.554
H: 2.730 4.012 -1.291
H: 4.908 4.238 -0.135
H: 5.491 2.671 1.689
H: 3.902 0.968 2.410
C: -0.743 4.173 0.662
Si: -1.831 3.577 -0.743
C: -3.543 4.247 -0.376
C: -1.049 4.251 -2.304
N: -1.931 1.770 -0.948
C: -2.649 1.268 -1.869
C: -3.530 2.041 -2.758
C: -4.313 1.471 -3.674
C: -4.339 0.032 -3.821
C: -3.555 -0.764 -3.086
C: -2.610 -0.236 -2.110
N: -1.818 -1.014 -1.451
Si: -1.807 -2.839 -1.676
C: -0.189 -3.509 -1.026
C: -3.275 -3.513 -0.741
C: -2.018 -3.445 -3.441
H: -0.062 4.930 0.268
H: -0.132 3.420 1.145
H: -1.359 4.646 1.429
H: -3.453 5.292 -0.070
H: -3.981 3.706 0.466
H: -4.255 4.207 -1.199
H: -1.170 5.338 -2.327
H: -1.434 3.835 -3.232
H: 0.023 4.042 -2.285
H: -3.542 3.111 -2.645
H: -4.952 2.075 -4.305
H: -5.015 -0.405 -4.545
H: -3.618 -1.830 -3.216
H: 0.476 -2.751 -0.616
H: 0.341 -4.011 -1.837
H: -0.372 -4.259 -0.252
H: -3.168 -3.503 0.342
H: -3.407 -4.555 -1.046
H: -4.193 -2.980 -0.999
H: -1.508 -2.853 -4.198
H: -3.062 -3.551 -3.735
H: -1.583 -4.448 -3.459
F: -4.998 -4.290 3.261
C: -4.047 -3.645 3.951
F: -3.341 -4.552 4.630
F: -4.656 -2.844 4.833
C: -3.174 -2.838 3.018
C: -3.742 -1.806 2.284
C: -2.932 -1.075 1.446
N: -1.611 -1.302 1.336
C: -1.086 -2.339 1.995
C: -1.835 -3.128 2.853
H: -4.796 -1.578 2.354
H: -3.333 -0.290 0.820
H: -0.039 -2.538 1.828
H: -1.362 -3.945 3.378
C: 5.067 0.296 -1.611
C: 4.559 -1.039 -2.113
C: 3.118 -0.980 -2.623
C: 2.780 -2.364 -3.234
C: 1.473 -2.434 -4.004
C: 3.006 0.029 -3.738
O: 3.834 0.167 -4.606
N: 1.828 0.737 -3.753
C: 0.769 0.649 -2.855
O: -0.278 1.185 -3.170
N: 0.971 0.001 -1.657
C: 2.126 -0.721 -1.473
O: 2.359 -1.248 -0.391
H: 6.044 0.189 -1.140
H: 4.383 0.707 -0.874
H: 5.167 1.012 -2.428
H: 4.594 -1.788 -1.321
H: 5.182 -1.390 -2.935
H: 2.790 -3.082 -2.411
H: 3.605 -2.619 -3.902
H: 0.634 -2.086 -3.400
H: 1.267 -3.462 -4.302
H: 1.507 -1.832 -4.913
H: 1.643 1.307 -4.567


Values of lowest unoccupied orbital energy, in order: -3.44; 0.56; -4.06, all in eV.